# 1
This record from OMol25 describes C50H54BN6S4SeTa as an isolated structure in a non-equilibrium geometry. The level of theory is the ωB97M-V functional and the def2-TZVPD basis.

XYZ file:
```
117
Properties=species:S:1:pos:R:3:forces:R:3:mulliken_charge:R:1
Ta -0.103 -1.175 -0.342 0.6996 -0.3578 -1.5088 0.4471
S -0.598 -2.217 1.655 -0.3615 -0.0862 0.2008 -0.3072
C 0.828 -3.149 2.118 0.0035 0.1241 0.0620 0.3001
C 0.684 -4.294 2.887 0.0048 0.0355 0.0404 -0.9474
C 1.820 -4.947 3.346 0.0089 -0.0063 0.0205 -0.8479
C 3.084 -4.449 3.060 -0.0021 -0.0023 0.0029 -0.9662
C 3.228 -3.302 2.294 -0.0181 -0.0189 -0.0333 -0.7666
C 2.094 -2.672 1.807 0.2202 0.0444 0.0884 0.2569
S 2.187 -1.178 0.854 -0.3098 -0.2998 0.3883 0.5633
C 3.504 -1.547 -0.304 0.1800 0.1639 -0.0331 -2.0123
C 3.411 -0.548 -1.419 -0.0445 -0.0757 0.0435 0.2274
C 4.553 -0.007 -1.973 0.0375 -0.0256 -0.1030 -0.9038
C 4.438 0.736 -3.141 -0.0096 -0.0341 0.0326 -1.0371
C 3.194 0.852 -3.724 0.0232 -0.0043 -0.0455 -0.9366
C 2.094 0.302 -3.076 -0.0811 -0.1128 0.0368 0.1045
C 0.761 0.350 -3.757 -0.0500 0.3189 -0.0434 -1.2156
S -0.600 -0.462 -2.908 -0.0960 -0.1150 0.0892 0.2572
C -0.630 -2.103 -3.612 -0.0169 0.0173 0.0382 -0.3298
C -1.422 -2.298 -4.741 0.0374 0.0204 -0.0488 -0.8932
C -1.546 -3.563 -5.290 0.0136 0.0058 -0.0052 -0.9217
C -0.889 -4.633 -4.694 0.0014 -0.0029 0.0041 -0.7080
C -0.111 -4.444 -3.563 -0.0057 -0.0102 -0.0090 -0.9627
C 0.026 -3.175 -2.999 0.0586 0.0507 0.0477 1.2585
S 1.025 -3.002 -1.552 -0.1832 -0.0587 0.0121 -0.3101
N 2.181 -0.315 -1.903 0.0632 0.1139 0.0727 0.9868
H -0.305 -4.661 3.129 0.0072 0.0105 0.0091 0.6455
H 1.714 -5.841 3.947 0.0024 0.0004 -0.0144 0.4655
H 3.963 -4.949 3.443 -0.0075 -0.0069 -0.0099 0.4840
H 4.214 -2.906 2.090 -0.0088 -0.0098 0.0026 0.4886
H 3.372 -2.565 -0.671 0.0553 0.0141 -0.0961 0.9255
H 4.466 -1.470 0.200 -0.0657 0.0424 0.1219 0.8666
H 5.516 -0.191 -1.517 -0.0070 -0.0019 -0.0122 0.5911
H 5.312 1.171 -3.606 -0.0101 0.0126 0.0129 0.4790
H 3.063 1.361 -4.670 0.0040 -0.0142 0.0080 0.5857
H 0.819 -0.123 -4.738 0.0282 0.0000 -0.0017 1.0360
H 0.439 1.380 -3.913 -0.0267 -0.0197 0.0141 0.2805
H -1.938 -1.454 -5.184 -0.0013 -0.0094 0.0153 0.5119
H -2.150 -3.713 -6.174 0.0008 -0.0010 0.0146 0.4821
H -0.987 -5.627 -5.111 0.0155 0.0131 -0.0057 0.4429
H 0.400 -5.281 -3.106 -0.0050 0.0018 0.0014 0.6122
C -4.663 2.788 0.597 0.0025 0.0305 0.0319 -1.6920
C -3.572 1.730 0.391 -0.0132 0.0134 -0.0080 1.6051
C -4.139 0.340 0.664 -0.0569 -0.0098 -0.0407 -1.5710
C -2.947 1.925 -0.989 -0.0674 0.0791 -0.0073 -0.0898
C -3.748 1.924 -2.129 -0.0256 0.0247 0.0079 0.3051
C -3.239 2.333 -3.352 0.0163 0.0007 -0.0178 -1.5209
C -1.945 2.822 -3.432 -0.0202 0.0086 0.0072 -0.2743
C -1.099 2.842 -2.323 -0.0120 -0.0103 -0.0377 -0.0585
C 0.223 3.593 -2.482 -0.0356 0.0477 0.0735 0.1459
C -0.047 5.094 -2.301 -0.0193 0.0175 -0.0571 -1.5653
C 1.419 3.193 -1.612 0.0267 0.0124 -0.0006 -1.4613
C -1.600 2.296 -1.135 0.0409 -0.0749 0.0952 -0.6398
N -0.769 2.170 0.018 0.0547 -0.0278 -0.0105 0.9762
B -0.111 0.995 0.563 0.0121 0.4357 0.0271 2.7300
N 0.362 1.490 1.853 0.0434 -0.0842 -0.0257 1.0783
C -0.003 2.816 1.997 0.0134 0.0331 0.0012 -1.4836
C -0.690 3.221 0.910 -0.0185 0.0014 0.0517 -1.1644
C 1.122 0.890 2.920 -0.1556 0.0974 -0.0359 -0.5177
C 0.451 0.131 3.890 0.0579 -0.0834 -0.0117 0.8036
C 1.223 -0.472 4.881 -0.0090 0.0142 0.0066 -0.2149
C 2.592 -0.271 4.944 -0.0016 0.0006 0.0098 -1.7648
C 3.215 0.563 4.031 0.0119 -0.0414 -0.0575 -0.3219
C 2.495 1.158 3.000 0.0241 0.0220 0.1018 0.7270
C 3.186 2.126 2.056 0.0251 -0.0226 -0.0295 1.8462
C 4.537 1.624 1.545 0.0290 0.0146 -0.0025 -1.5476
C 3.389 3.477 2.753 -0.0359 0.0332 0.0065 -1.7279
C -1.066 0.050 3.944 -0.0157 0.0309 0.0473 2.1238
C -1.638 1.295 4.637 -0.0212 0.0005 0.0200 -1.6412
C -1.581 -1.195 4.668 -0.0073 -0.0239 -0.0002 -1.9057
H -5.027 2.757 1.625 -0.0028 -0.0098 -0.0153 0.4753
H -5.515 2.616 -0.064 0.0085 0.0028 0.0101 0.3593
H -4.286 3.792 0.401 0.0032 -0.0132 -0.0001 0.3872
H -2.803 1.911 1.142 0.0356 -0.0137 -0.0277 -0.7221
H -4.929 0.075 -0.046 0.0311 -0.0035 -0.0056 0.3272
H -4.577 0.309 1.662 -0.0146 0.0112 -0.0197 0.6008
H -3.367 -0.431 0.628 0.0395 -0.0300 0.0605 0.2165
H -4.794 1.645 -2.049 0.0118 0.0104 -0.0032 0.5867
H -3.873 2.338 -4.230 0.0093 -0.0067 0.0067 0.5172
H -1.588 3.236 -4.370 -0.0055 -0.0221 0.0047 0.5687
H 0.513 3.459 -3.530 0.0039 -0.0217 -0.0011 0.7036
H -0.347 5.307 -1.273 0.0014 -0.0045 -0.0035 0.2768
H -0.837 5.445 -2.965 0.0059 -0.0080 0.0084 0.4028
H 0.856 5.669 -2.511 -0.0025 -0.0156 0.0129 0.4655
H 1.365 3.656 -0.626 -0.0192 -0.0238 0.0029 0.3614
H 2.337 3.548 -2.087 -0.0175 0.0152 0.0094 0.6761
H 1.508 2.119 -1.464 -0.0025 -0.0005 -0.0083 -0.1833
H 0.252 3.376 2.881 -0.0182 -0.0166 -0.0017 0.8279
H -1.164 4.170 0.719 0.0220 -0.0025 -0.0095 0.4793
H 0.744 -1.080 5.637 0.0091 0.0041 -0.0077 0.4182
H 3.169 -0.738 5.732 -0.0068 0.0140 -0.0034 0.4627
H 4.275 0.761 4.128 -0.0154 -0.0119 -0.0008 0.4393
H 2.536 2.284 1.192 0.0008 -0.0231 -0.0216 -1.2423
H 5.266 1.534 2.351 -0.0069 0.0122 -0.0138 0.3627
H 4.944 2.330 0.818 -0.0031 -0.0051 0.0133 0.4378
H 4.460 0.652 1.057 -0.0404 -0.0514 0.0058 0.3088
H 4.048 3.364 3.616 -0.0048 -0.0001 -0.0112 0.3840
H 2.448 3.897 3.110 0.0215 -0.0072 -0.0027 0.2985
H 3.844 4.197 2.071 0.0004 -0.0126 0.0054 0.4565
H -1.446 0.035 2.919 0.0006 0.0472 0.0093 -1.0324
H -1.196 1.414 5.628 -0.0154 -0.0043 -0.0060 0.3684
H -2.718 1.193 4.762 0.0092 0.0007 -0.0064 0.4721
H -1.454 2.207 4.071 0.0339 0.0001 -0.0071 0.2812
H -1.440 -1.113 5.747 0.0024 -0.0007 -0.0086 0.5492
H -1.087 -2.110 4.335 -0.0035 0.0220 0.0444 0.3009
H -2.652 -1.307 4.493 -0.0002 0.0077 0.0081 0.4077
Se -2.218 -5.927 -0.457 -0.1614 0.1179 -0.0965 0.2944
N -3.620 -5.395 -1.397 0.2971 -0.1065 0.2073 -0.8162
C -3.501 -4.090 -1.522 -0.1330 0.1157 -0.1300 0.3964
C -4.436 -3.285 -2.235 0.0302 -0.1467 0.0601 -0.9076
C -4.174 -1.961 -2.316 0.0569 0.1711 0.0360 -1.2689
C -3.009 -1.430 -1.711 -0.2249 0.1646 0.2294 0.2623
N -2.099 -2.103 -1.033 0.0818 -0.5409 0.2943 1.5638
C -2.341 -3.485 -0.907 -0.0085 0.2392 -0.1841 -0.0399
N -1.535 -4.303 -0.282 -0.0436 -0.1340 0.0164 -0.1895
H -5.312 -3.740 -2.678 0.0334 -0.0254 -0.0118 0.5632
H -4.831 -1.277 -2.834 0.0194 0.0133 0.0142 0.6532
H -2.858 -0.362 -1.789 -0.0159 0.0362 -0.0077 0.0776
```
Forces are in eV/Å.

Its charge is +2. The HOMO-LUMO gap is 5.630 eV.

---

# 2
This record from OMol25 describes a 2-piece molecular cluster, C7H5N3OS overall in a non-equilibrium geometry. The level of theory is the ωB97M-V functional and the def2-TZVPD basis.

XYZ file:
```
17
Properties=species:S:1:pos:R:3:forces:R:3:mulliken_charge:R:1
C -2.025 -0.587 0.563 -0.5300 -1.1231 0.3974 -0.4982
C 3.479 -0.454 -0.984 -0.1709 -0.5252 0.7571 -0.4644
C -2.996 0.366 0.353 2.3218 -0.2641 -0.0380 -0.1539
C 3.971 -0.305 0.327 0.8724 -0.2144 -1.8323 -0.1909
C -0.999 1.197 0.053 -1.0829 0.0548 0.8318 0.2795
C 1.885 0.868 -0.233 -2.3192 1.4265 0.8150 0.3801
C 0.051 2.108 -0.187 3.9166 0.1548 -1.3126 0.3103
N -0.781 -0.045 0.409 -1.1307 -0.5723 -0.3878 -0.3036
N 2.235 0.126 -1.218 0.5626 0.7648 0.1792 -0.4671
N -2.357 1.501 0.031 0.6601 -0.1496 0.1850 -0.0888
O 0.111 3.251 -0.501 -0.2731 -1.2093 0.6266 -0.4699
S 2.942 0.786 1.151 -0.5363 0.1327 -0.1752 -0.1391
H -2.240 -1.643 0.829 0.5978 0.9977 -0.2306 0.3483
H 3.840 -0.976 -1.895 0.3223 0.1175 1.3002 0.3748
H -4.013 0.427 0.418 -2.4641 -0.5007 0.2469 0.4874
H 4.954 -0.625 0.789 -1.4992 0.3424 -0.8558 0.3293
H -2.887 2.353 0.111 0.7529 0.5674 -0.5070 0.2661
```
Forces are in eV/Å.

Its charge is 0. The HOMO-LUMO gap is 8.379 eV.

---

# 3
This record from OMol25 describes a 2-piece molecular cluster, C5H6N overall in a non-equilibrium geometry. The level of theory is the ωB97M-V functional and the def2-TZVPD basis.

XYZ file:
```
12
Properties=species:S:1:pos:R:3:forces:R:3:mulliken_charge:R:1
C 3.253 0.328 -0.196 -3.0319 -4.6711 6.4222 0.2290
C 3.549 0.964 -1.169 1.9179 4.2304 -6.2742 -0.3809
C 0.517 -0.373 0.140 -0.1718 0.9440 -1.2457 -0.8189
C 1.925 -0.242 0.318 -2.0036 1.6722 -1.5073 0.5532
C -1.349 0.627 0.124 2.8675 -0.9336 0.2457 -0.4392
N 2.996 -0.541 0.899 2.6661 -0.5288 3.2881 -0.2028
H 0.204 -1.204 0.711 -0.5165 -0.9958 0.3845 0.3837
H 0.228 -0.338 -0.933 0.9139 -0.6709 0.6976 0.3035
H -1.105 1.494 0.731 -0.3432 0.1674 -0.3828 0.2974
H -1.754 -0.214 0.712 -0.3245 0.6029 -0.8881 0.2926
H -1.370 0.704 -0.995 -0.6499 0.0371 1.5127 0.3866
H 3.478 -0.670 1.873 -1.3240 0.1462 -2.2529 0.3959
```
Forces are in eV/Å.

Its charge is +1. The HOMO-LUMO gap is 8.549 eV.

---

# 4
This record from OMol25 describes C22H35IMgN6O10P2S as an isolated structure. The level of theory is the ωB97M-V functional and the def2-TZVPD basis.

XYZ file:
```
78
Properties=species:S:1:pos:R:3:forces:R:3:mulliken_charge:R:1
Mg -0.352 -0.433 0.016 0.1721 -0.0652 0.0944 3.4080
N -0.851 -4.939 -1.678 0.0726 -0.0754 -0.1441 -0.0462
C -1.125 -4.119 -0.438 0.0232 -0.2419 -0.0683 0.3812
C -2.009 -4.912 0.514 -0.0265 0.0044 0.0689 -1.9690
P -2.060 -2.653 -1.041 0.0546 0.1833 0.1279 1.2698
O -0.836 -1.726 -1.667 0.0402 -0.0942 -0.1402 -0.6440
O -2.879 -3.130 -2.185 -0.0497 -0.1233 -0.0792 -0.9069
O -2.517 -1.912 0.158 -0.1169 0.0289 0.0103 -0.8092
P 0.546 -3.651 0.223 -0.1323 0.1388 -0.0981 0.7490
O 0.830 -4.682 1.430 -0.0201 -0.0847 0.1373 -0.6510
O 1.462 -3.975 -0.903 0.0204 0.0050 -0.0365 -1.0222
O 0.384 -2.292 0.837 0.0174 0.2010 0.0280 -0.6046
H -0.892 -5.938 -1.482 0.0300 0.0049 -0.0178 0.3477
H 0.128 -4.689 -1.945 -0.0518 -0.0150 0.0412 0.3671
H -1.555 -4.686 -2.391 0.0093 0.0366 0.0752 0.3959
H -2.972 -5.155 0.060 0.0078 0.0210 -0.0247 0.5046
H -2.209 -4.305 1.395 -0.0061 -0.0050 0.0130 0.2668
H -1.512 -5.831 0.835 0.0033 0.0109 -0.0012 0.4972
H -1.026 -1.468 -2.577 0.0322 0.0277 0.0465 0.2703
H 0.624 -4.272 2.279 0.0192 -0.0163 -0.0599 0.3447
C 1.407 3.163 -6.816 -0.0095 -0.0047 -0.0429 -1.4906
C 1.337 3.085 -5.316 0.0047 -0.0442 0.0235 1.0974
C 1.419 1.858 -4.660 0.0016 0.0023 0.0017 -1.2109
C 1.371 1.782 -3.278 -0.0132 0.0555 -0.0246 -0.4405
C 1.237 2.947 -2.533 0.0206 -0.1345 -0.0274 -0.2013
C 1.150 4.175 -3.165 -0.0125 0.0327 -0.0026 -0.4739
C 1.202 4.236 -4.550 -0.0028 0.0312 -0.0026 -0.7542
S 1.175 2.832 -0.761 0.0565 -0.0033 0.1091 1.4945
O 2.423 2.245 -0.321 -0.0356 0.1290 0.0083 -0.7313
O 0.867 4.165 -0.294 0.0587 0.0242 0.0777 -0.7647
N 0.035 1.778 -0.430 -0.0737 0.0362 -0.2583 0.0217
C -1.272 2.018 -0.803 0.3625 -0.0341 0.1621 0.1639
C -1.863 3.230 -1.177 -0.0954 0.1335 -0.0989 -0.9033
C -3.199 3.222 -1.513 -0.0491 -0.0358 0.0017 -0.4531
C -3.937 2.041 -1.450 0.0527 0.0198 0.0021 -1.0744
C -3.280 0.896 -1.047 -0.1526 -0.0364 -0.0075 -0.3019
N -1.983 0.882 -0.750 0.0247 -0.0841 0.1267 0.5221
H 1.275 2.181 -7.268 0.0010 -0.0064 -0.0026 0.3517
H 2.373 3.553 -7.142 0.0079 0.0057 0.0083 0.3081
H 0.637 3.825 -7.213 -0.0016 0.0110 0.0075 0.3664
H 1.518 0.950 -5.243 0.0021 -0.0084 -0.0056 0.3404
H 1.429 0.829 -2.770 0.0113 -0.0627 0.0414 0.4765
H 1.040 5.071 -2.570 0.0026 0.0093 0.0210 0.5351
H 1.130 5.198 -5.044 -0.0022 0.0172 -0.0058 0.3827
H -1.284 4.141 -1.181 -0.0034 -0.0255 0.0064 0.5254
H -3.675 4.148 -1.812 -0.0261 -0.0019 -0.0065 0.4224
H -4.987 2.009 -1.698 -0.0215 0.0180 -0.0009 0.4340
H -3.793 -0.053 -0.946 0.0148 -0.0056 -0.0127 0.4236
N 3.933 -0.528 -0.869 -0.2016 0.0321 -0.1027 -0.3901
C 2.745 -0.424 -0.258 0.0028 0.1100 0.1539 0.4253
O 1.680 -0.558 -0.853 -0.1955 -0.0974 -0.1408 -0.7002
C 2.690 -0.254 1.238 0.1835 -0.0809 0.1471 -0.0111
I 4.391 0.604 2.191 -0.0358 -0.0114 0.0165 0.0075
H 3.920 -0.579 -1.874 0.0297 -0.0076 0.0025 0.2882
H 4.764 -0.190 -0.415 0.0157 -0.0194 0.0332 0.1576
H 2.545 -1.238 1.681 -0.0291 0.0358 -0.0206 0.3942
H 1.850 0.384 1.482 -0.0133 0.0653 -0.0312 -0.6491
C 0.590 2.311 2.990 -0.0030 0.0236 -0.0072 -0.8158
N 0.238 1.126 3.758 0.0183 -0.1128 -0.0753 0.3945
C 0.517 1.165 5.181 -0.0231 0.0623 0.0145 -0.6675
C 0.706 -0.240 5.709 0.0201 -0.0378 -0.0001 -0.7009
C -0.511 -1.063 5.343 -0.0338 0.0029 0.0455 -0.6728
N -0.783 -0.968 3.919 0.0263 0.0428 -0.0569 0.3369
C -1.599 -2.023 3.357 -0.0834 -0.0449 0.0029 -0.7573
C -0.404 0.090 3.158 0.1880 0.1733 0.0020 0.2298
O -0.629 0.129 1.936 -0.1458 -0.1296 -0.0517 -1.3944
H 1.673 2.455 2.989 -0.0055 0.0056 -0.0079 0.2651
H 0.121 3.192 3.433 -0.0055 0.0153 0.0034 0.5247
H 0.244 2.205 1.966 0.0059 0.0145 0.0303 -0.0992
H -0.296 1.673 5.716 0.0082 -0.0073 0.0021 0.2684
H 1.419 1.763 5.324 0.0106 -0.0365 0.0018 0.4003
H 0.845 -0.230 6.790 -0.0145 0.0058 0.0043 0.3743
H 1.598 -0.680 5.257 0.0057 0.0007 0.0033 0.2790
H -1.387 -0.734 5.917 0.0213 -0.0014 -0.0095 0.3050
H -0.353 -2.118 5.578 0.0228 0.0177 0.0090 0.4081
H -1.045 -2.968 3.354 -0.0173 0.0025 -0.0044 0.1188
H -1.897 -1.785 2.341 0.0313 -0.0032 -0.0308 0.0226
H -2.493 -2.155 3.973 -0.0043 0.0002 -0.0043 0.4433
```
Forces are in eV/Å.

Its charge is 0. The HOMO-LUMO gap is 8.122 eV.

---

# 5
This record from OMol25 describes a 2-piece molecular cluster, C3H4N2 overall in a non-equilibrium geometry. The level of theory is the ωB97M-V functional and the def2-TZVPD basis.

XYZ file:
```
9
Properties=species:S:1:pos:R:3:forces:R:3:mulliken_charge:R:1
C -0.640 -1.239 0.027 0.5458 0.8757 -0.1452 -0.3704
C 0.106 -0.155 -0.106 1.6165 -0.6372 0.1210 -0.2310
C -1.322 0.040 -0.060 0.1984 0.5646 -0.0601 0.6328
N -2.384 0.654 -0.066 -1.0684 -0.1958 0.0644 -0.6169
N 2.484 0.143 -0.195 -1.4783 -0.5527 -0.4223 -0.4849
H -0.794 -2.288 0.131 -0.0322 -0.4466 0.0432 0.3226
H -2.439 1.658 -0.151 0.3734 0.0563 -0.0283 0.2630
H 2.576 0.047 0.814 -0.0895 0.2256 0.2118 0.2419
H 2.413 1.140 -0.395 -0.0657 0.1102 0.2157 0.2430
```
Forces are in eV/Å.

Its charge is 0. The HOMO-LUMO gap (alpha / beta) is 8.569 / 8.148 eV.

---

# 6
This record from OMol25 describes one molecule with the formula C3H2ClNO3S in a non-equilibrium geometry. The level of theory is the ωB97M-V functional and the def2-TZVPD basis.

XYZ file:
```
11
Properties=species:S:1:pos:R:3:forces:R:3:mulliken_charge:R:1
C -0.437 -0.400 -1.173 1.3368 0.8670 2.0519 0.0315
C 0.141 -0.385 0.253 0.7565 -2.0555 -3.1810 0.4371
C 0.108 0.863 0.785 -0.3404 3.3925 1.9857 -0.3733
N -1.659 -0.523 -1.218 -2.3331 0.0582 -1.6736 -0.3014
O 0.540 -1.461 0.648 0.2076 0.0007 1.0237 -0.5188
O -3.621 0.661 0.075 0.0064 1.0342 -0.5014 -0.4829
O -2.977 -1.538 0.791 -0.0208 -2.0880 0.8231 -0.4692
S -2.577 -0.277 0.312 0.6322 0.6862 -0.5079 0.8887
Cl -0.037 2.334 -0.144 0.1238 -1.2414 0.5453 -0.0708
H 0.303 -0.134 -1.926 -0.4852 -0.7812 -0.7624 0.3983
H 0.125 1.017 1.850 0.1161 0.1273 0.1965 0.4608
```
Forces are in eV/Å.

Its charge is 0. The HOMO-LUMO gap (alpha / beta) is 7.631 / 6.824 eV.